<one>
Here is a single C4H7NO3 molecule from the Open Molecules 2025 dataset. Energies are from wB97M-V/def2-TZVPD.

Calculated values
SMILES: NO[C@@]1(C=O)C[C@@H]1O
LUMO: 0.02331 hartree
Highest occupied orbital energy: -0.3314 hartree

Geometry as ORCA input:
```
! wB97M-V def2-TZVPD RIJCOSX def2/J DEFGRID3
* xyz 0 1
N -0.09229 -0.57436 2.50736
O -0.37066 0.35645 1.42330
C -0.02255 0.00096 0.09080
C 1.12236 -0.99880 -0.08449
O 1.88179 -1.27986 0.81564
C -1.16143 -0.15759 -0.96802
C -0.37466 1.11974 -0.90304
O 0.56832 1.48015 -1.89491
H 0.81325 -0.26649 2.75628
H -0.06871 -1.54978 2.16907
H 1.11136 -1.33807 -1.12245
H -2.18315 -0.25270 -0.78722
H -0.88460 -0.89290 -1.59201
H -0.93178 1.98261 -0.45153
H 0.59275 2.37064 -1.95878
*
```

Partial atomic charges computed with the Löwdin method, in multiples of e: 0.056, -0.135, -0.315, -0.149, 0.061, 0.018, -0.217, 0.041, 0.058, 0.089, 0.129, 0.099, 0.060, 0.176, 0.030

---

<two>
Here is a molecular structure, C4H7NO3 from the Open Molecules 2025 dataset. Energies are from wB97M-V/def2-TZVPD.

Calculated values
LUMO: 0.01790 hartree
Highest occupied orbital energy: -0.3809 hartree

Geometry as ORCA input:
```
! wB97M-V def2-TZVPD RIJCOSX def2/J DEFGRID3
* xyz 0 1
C 0.98627 -0.50301 -1.59574
C -1.06002 1.39005 1.14572
C -0.04282 -1.52956 0.46356
N -0.07627 -0.42828 -0.58339
C 0.23028 0.71025 0.80164
O 0.07953 -0.88988 1.56712
O -0.11879 -2.69129 0.18033
O 1.32952 1.15690 0.80480
H -0.99859 -0.38489 -1.01123
H 0.79327 0.22264 -2.38408
H 1.03292 -1.50983 -2.01218
H 1.92918 -0.25787 -1.10733
H -0.99767 1.70928 2.18617
H -1.16746 2.27208 0.51249
H -1.91937 0.73340 1.03214
*
```

Partial atomic charges computed with the Löwdin method, in multiples of e: -0.026, 0.011, -0.588, 0.010, -0.448, 0.077, 0.123, 0.111, 0.159, 0.094, 0.096, 0.096, 0.101, 0.096, 0.086

---

Preferred: <two>; penalty for the next structure: 0.1423 hartree.

---

<one>
Here is a single C4H7NO3 molecule from the Open Molecules 2025 dataset. Energies are from wB97M-V/def2-TZVPD.

Calculated values
SMILES: C=C(O)[C@@H](O)C(N)=O
LUMO: 0.01223 hartree
Highest occupied orbital energy: -0.3091 hartree

Geometry as ORCA input:
```
! wB97M-V def2-TZVPD RIJCOSX def2/J DEFGRID3
* xyz 0 1
C 1.39852 0.20578 -1.49208
C 0.83703 0.51605 -0.33214
O 0.92431 1.72613 0.26069
C 0.18773 -0.66665 0.76101
O 0.09782 0.05099 1.99319
C -1.16581 -0.87991 0.16032
N -1.68826 0.19061 -0.58055
O -1.79083 -1.92788 0.30201
H 2.04365 -0.64630 -1.67311
H 1.27173 0.76129 -2.41580
H 0.70560 1.57513 1.21613
H 0.80179 -1.56347 0.82437
H -0.34420 -0.54198 2.62647
H -1.52058 0.13335 -1.57825
H -1.75851 1.06687 -0.07227
*
```

Partial atomic charges computed with the Löwdin method, in multiples of e: 0.012, -0.330, 0.047, -0.173, -0.037, -0.453, 0.116, 0.103, 0.057, 0.057, 0.108, 0.149, 0.127, 0.110, 0.107

---

<two>
Here is a single C4H7NO3 molecule from the Open Molecules 2025 dataset. Energies are from wB97M-V/def2-TZVPD.

Calculated values
SMILES: CC(=O)NCC(=O)O
LUMO: 0.02053 hartree
Highest occupied orbital energy: -0.3609 hartree

Geometry as ORCA input:
```
! wB97M-V def2-TZVPD RIJCOSX def2/J DEFGRID3
* xyz 0 1
C 0.86836 1.60631 1.10955
C 0.45111 1.47216 -0.32583
O 0.19210 2.41965 -1.03553
N 0.43955 0.19448 -0.85304
C 0.31948 -1.05107 -0.13194
C -1.13782 -1.46815 -0.09193
O -1.91605 -1.16951 0.76850
O -1.47263 -2.14477 -1.20584
H 1.81595 1.10352 1.32981
H 0.88326 2.65859 1.35885
H 0.09339 1.18009 1.75044
H 0.23767 0.21065 -1.84247
H 1.02780 -1.79494 -0.51186
H 0.62009 -0.87718 0.89075
H -2.42226 -2.33984 -1.20946
*
```

Partial atomic charges computed with the Löwdin method, in multiples of e: -0.004, -0.530, 0.061, 0.065, -0.103, -0.507, 0.122, 0.110, 0.092, 0.083, 0.086, 0.147, 0.133, 0.112, 0.131

---

Preferred: <two>; penalty for the next structure: 0.1362 hartree.

---

<one>
Here is 2 unconnected molecules or ions with the total composition C5H6Cl2O from the Open Molecules 2025 dataset. Energies are from wB97M-V/def2-TZVPD.

Calculated values
LUMO (spin up / spin down): -0.02183 / -0.08490 hartree
Highest occupied orbital energy (spin up / spin down): -0.3605 / -0.2897 hartree

Geometry as ORCA input:
```
! wB97M-V def2-TZVPD RIJCOSX def2/J DEFGRID3
* xyz 0 1
C 0.04927 0.78971 -1.96494
C 0.35497 -0.11345 -0.96107
C -0.23184 0.97369 3.04686
C -0.55588 -1.30037 -0.67723
C 1.18178 0.23536 0.06159
O -1.25077 1.35564 2.65023
Cl -0.35047 -0.61351 3.95671
Cl 1.96437 1.73148 0.19663
H -0.50241 0.33738 -2.84423
H 0.49247 1.82278 -2.06025
H -0.75937 -1.63772 0.30668
H -0.41848 -2.10186 -1.38586
H -1.51680 -0.93764 -0.96742
H 1.54317 -0.54149 0.64231
*
```

Partial atomic charges computed with the Löwdin method, in multiples of e: 0.036, -0.458, -0.519, -0.052, -0.580, 0.011, 0.499, 0.664, 0.084, 0.059, 0.066, 0.077, 0.066, 0.048

---

<two>
Here is a single C5H6Cl2O molecule from the Open Molecules 2025 dataset. Energies are from wB97M-V/def2-TZVPD.

Calculated values
SMILES: ClC1=COCC[C@H]1Cl
LUMO: 0.02462 hartree
Highest occupied orbital energy: -0.3305 hartree

Geometry as ORCA input:
```
! wB97M-V def2-TZVPD RIJCOSX def2/J DEFGRID3
* xyz 0 1
Cl 1.17449 2.65876 -0.92947
C 0.37045 1.22017 -0.25600
C -0.46816 1.23970 0.86525
O -1.10118 0.28951 1.53109
C -1.00483 -0.76795 0.68927
C 0.36701 -1.03247 0.06913
C 0.57929 -0.07092 -0.97283
Cl -0.29731 -0.02089 -2.56626
H -0.47655 2.17841 1.28470
H -1.62654 -0.69368 -0.15535
H -1.43126 -1.66947 1.19150
H 0.95267 -2.16956 -0.26975
H 1.35283 -0.78856 0.72858
H 1.60908 -0.37304 -1.20985
*
```

Partial atomic charges computed with the Löwdin method, in multiples of e: 0.621, -0.647, -0.155, 0.027, -0.249, -0.219, -0.795, 0.587, 0.098, 0.101, 0.147, 0.210, 0.172, 0.102

---

Preferred: <two>; penalty for the next structure: 0.0371 hartree.

---

<one>
Here is 2 unconnected molecules or ions with the total composition C2HClO from the Open Molecules 2025 dataset. Energies are from wB97M-V/def2-TZVPD.

Calculated values
LUMO: -0.04625 hartree
Highest occupied orbital energy: -0.3641 hartree

Geometry as ORCA input:
```
! wB97M-V def2-TZVPD RIJCOSX def2/J DEFGRID3
* xyz 0 1
C -1.39862 0.39624 -0.51395
C 1.80406 -0.01351 0.59976
O -2.13386 -0.28747 -0.09334
Cl 1.02505 -0.51757 -0.87914
H 0.70337 0.42231 0.88667
*
```

Partial atomic charges computed with the Löwdin method, in multiples of e: -0.170, -0.299, 0.075, 0.473, -0.080

---

<two>
Here is 2 unconnected molecules or ions with the total composition C2HClO from the Open Molecules 2025 dataset. Energies are from wB97M-V/def2-TZVPD.

Calculated values
LUMO (spin up / spin down): -0.03957 / -0.03819 hartree
Highest occupied orbital energy (spin up / spin down): -0.2225 / -0.2236 hartree

Geometry as ORCA input:
```
! wB97M-V def2-TZVPD RIJCOSX def2/J DEFGRID3
* xyz 0 1
C -0.15003 0.87526 0.31940
C 0.79128 -1.91095 -0.17515
O -0.94594 1.18419 -0.52148
Cl 1.54437 -2.33029 1.20629
H -1.23968 2.18179 -0.82906
*
```

Partial atomic charges computed with the Löwdin method, in multiples of e: -0.008, -0.593, -0.052, 0.453, 0.201

---

Preferred: <one>; penalty for the next structure: 0.1849 hartree.

---

<one>
Here is a single C4H8OS3 molecule from the Open Molecules 2025 dataset. Energies are from wB97M-V/def2-TZVPD.

Calculated values
SMILES: S=COC(CS)CS
LUMO: 0.00790 hartree
Highest occupied orbital energy: -0.3300 hartree

Geometry as ORCA input:
```
! wB97M-V def2-TZVPD RIJCOSX def2/J DEFGRID3
* xyz 0 1
S -0.09032 3.90087 -0.54520
C 0.02310 2.49299 0.21721
O -0.57936 1.42890 -0.33701
C -0.30236 0.17119 0.36603
C 1.07957 -0.37850 -0.03306
S 1.63993 -1.94145 0.76828
C -1.53225 -0.69108 0.02246
S -1.50226 -1.60873 -1.54510
H 0.55471 2.29382 1.10221
H -0.41322 0.38584 1.45408
H 1.82152 0.40426 0.13739
H 1.00748 -0.55851 -1.10833
H 2.63452 -2.14126 -0.07947
H -1.55659 -1.45981 0.82511
H -2.39530 -0.05015 0.06515
H -0.38917 -2.24837 -1.30974
*
```

Partial atomic charges computed with the Löwdin method, in multiples of e: 0.714, -0.744, -0.157, -0.431, -0.510, 0.714, -0.496, 0.742, 0.060, 0.150, 0.075, 0.060, -0.149, 0.082, 0.078, -0.189

---

<two>
Here is a single C4H8OS3 molecule from the Open Molecules 2025 dataset. Energies are from wB97M-V/def2-TZVPD.

Calculated values
SMILES: OCC(=S)SCCS
LUMO: -0.01803 hartree
Highest occupied orbital energy: -0.3238 hartree

Geometry as ORCA input:
```
! wB97M-V def2-TZVPD RIJCOSX def2/J DEFGRID3
* xyz 0 1
O 0.17233 1.70803 0.99804
C -1.23880 1.24016 0.98937
C -1.45865 0.13876 0.13241
S -2.75224 -0.05965 -0.86103
S -0.43384 -1.35963 0.15129
C 1.09908 -1.02381 1.06148
C 2.40232 -0.86231 0.06886
S 2.37843 0.77251 -0.93187
H 0.73423 1.35649 0.06668
H -1.53080 0.89183 2.15007
H -2.11528 2.00416 0.69134
H 1.37360 -1.80960 1.74790
H 1.02237 -0.20139 1.72198
H 3.10763 -0.86351 0.95173
H 2.48260 -1.79653 -0.54896
H 1.64568 0.14570 -2.01194
*
```

Partial atomic charges computed with the Löwdin method, in multiples of e: -0.233, -0.369, -1.129, 0.652, 0.852, -0.540, -0.494, 0.707, 0.022, 0.186, 0.135, 0.062, 0.042, 0.079, 0.075, -0.048

---

Preferred: <one>; penalty for the next structure: 0.0643 hartree.

---

<one>
Here is a gas-phase ion, C4H11N2S (charge -1) from the Open Molecules 2025 dataset. Energies are from wB97M-V/def2-TZVPD.

Calculated values
SMILES: CNC[C@H](N)C[S-]
LUMO: 0.13947 hartree
Highest occupied orbital energy: -0.0933 hartree

Geometry as ORCA input:
```
! wB97M-V def2-TZVPD RIJCOSX def2/J DEFGRID3
* xyz -1 1
C -1.49759 0.15038 1.99719
N -0.69948 -0.94732 1.26855
C -0.59782 -0.71840 -0.13759
C 0.76249 -0.25496 -0.63835
N 1.41798 0.62691 0.46049
C 0.82093 0.17066 -2.18513
S 1.48154 1.80165 -2.57833
H -1.78774 1.03982 1.34082
H -0.94614 0.33530 2.93977
H -2.48125 -0.35087 2.18586
H 0.17415 -0.86899 1.76031
H -0.75845 -1.71549 -0.62266
H -1.55346 -0.21671 -0.47407
H 1.43348 -1.18614 -0.60311
H 2.28673 0.95067 0.01613
H 0.77187 1.56355 0.34180
H 1.41732 -0.51362 -2.69333
H -0.24458 0.13357 -2.37836
*
```

Partial atomic charges computed with the Löwdin method, in multiples of e: -0.132, -0.145, -0.304, -0.436, -0.040, -0.749, 0.085, 0.081, 0.065, 0.054, 0.055, 0.105, 0.119, 0.124, 0.009, 0.103, -0.012, 0.016

---

<two>
Here is a gas-phase ion, C4H11N2S (charge -1) from the Open Molecules 2025 dataset. Energies are from wB97M-V/def2-TZVPD.

Calculated values
SMILES: NCNCCC[S-]
LUMO: 0.13091 hartree
Highest occupied orbital energy: -0.0865 hartree

Geometry as ORCA input:
```
! wB97M-V def2-TZVPD RIJCOSX def2/J DEFGRID3
* xyz -1 1
N 2.42371 -0.89270 -1.64910
C 1.17475 -1.45625 -1.14401
N 0.79947 -0.93381 0.15643
C 0.10728 0.36169 0.03486
C -0.76109 0.69795 1.27527
C -2.12903 1.38188 0.90086
S -3.38035 1.47706 2.21039
H 3.02219 -1.00641 -0.83541
H 2.32433 0.08285 -1.89409
H 0.37345 -1.26740 -1.87443
H 1.36292 -2.53544 -1.05224
H 0.16777 -1.61760 0.56205
H 0.85239 1.14641 -0.10656
H -0.60660 0.24195 -0.78115
H -0.25269 1.46428 1.90066
H -1.07152 -0.17348 1.85137
H -1.96063 2.31409 0.35659
H -2.44636 0.71494 0.08851
*
```

Partial atomic charges computed with the Löwdin method, in multiples of e: -0.010, -0.365, -0.093, -0.252, -0.284, -0.852, 0.042, 0.059, 0.047, 0.103, 0.105, 0.094, 0.104, 0.090, 0.093, 0.071, 0.030, 0.017

---

<three>
Here is a gas-phase ion, C4H11N2S (charge -1) from the Open Molecules 2025 dataset. Energies are from wB97M-V/def2-TZVPD.

Calculated values
SMILES: CN[C@H](CN)C[S-]
LUMO: 0.13300 hartree
Highest occupied orbital energy: -0.0989 hartree

Geometry as ORCA input:
```
! wB97M-V def2-TZVPD RIJCOSX def2/J DEFGRID3
* xyz -1 1
C 1.46346 -1.80978 0.68669
N 0.72544 -0.56117 1.03678
C -0.07627 0.07995 -0.05853
C 0.02829 1.53721 -0.06419
N -0.30303 2.05498 -1.46224
C -1.56037 -0.29514 -0.01439
S -2.69851 0.20603 -1.37408
H 1.82743 -2.39392 1.60754
H 0.69573 -2.40716 0.12218
H 2.45012 -1.80911 0.13180
H 1.41850 -0.00710 1.67489
H 0.34015 -0.30043 -0.97730
H 1.09289 1.94133 0.22638
H -0.75126 1.98550 0.73533
H -1.26091 1.73570 -1.52251
H 0.22282 1.23290 -1.83979
H -2.00709 0.21894 0.84364
H -1.60739 -1.40873 0.24782
*
```

Partial atomic charges computed with the Löwdin method, in multiples of e: -0.182, -0.114, -0.513, -0.313, -0.051, -0.697, 0.175, 0.071, 0.077, 0.059, 0.127, 0.109, 0.112, 0.143, -0.129, 0.043, 0.022, 0.059

---

Preferred: <two>; penalty for the next structure: 0.0391 hartree.

---

<one>
Here is 2 unconnected molecules or ions with the total composition C4H11N2S from the Open Molecules 2025 dataset. Energies are from wB97M-V/def2-TZVPD.

Calculated values
LUMO: 0.14616 hartree
Highest occupied orbital energy: -0.1054 hartree

Geometry as ORCA input:
```
! wB97M-V def2-TZVPD RIJCOSX def2/J DEFGRID3
* xyz -1 1
C -0.45822 -2.25586 2.07819
C -0.50949 -1.06958 1.13609
S -1.18415 -1.51880 -0.50204
H 0.21551 -3.01824 1.69168
H -1.44618 -2.71026 2.14570
H -0.11968 -1.99252 3.08771
H 0.47013 -0.59802 1.03443
H -1.16118 -0.29857 1.56528
C -0.63756 2.09750 -0.62357
N 1.09485 0.23810 -1.95353
C 1.42273 1.48658 -1.52903
N 0.74913 2.38677 -0.94682
H -0.91493 2.63956 0.28447
H -0.87323 1.04273 -0.48595
H -1.28298 2.47437 -1.41958
H 1.88522 -0.33482 -2.19214
H 0.29167 -0.33658 -1.59429
H 2.45837 1.76764 -1.77659
*
```

Partial atomic charges computed with the Löwdin method, in multiples of e: -0.254, -0.794, 0.225, 0.045, 0.043, 0.049, 0.037, 0.033, -0.177, 0.060, -0.385, -0.066, 0.057, -0.021, 0.066, 0.061, -0.074, 0.094

---

<two>
Here is a gas-phase ion, C4H11N2S (charge -1) from the Open Molecules 2025 dataset. Energies are from wB97M-V/def2-TZVPD.

Calculated values
SMILES: NCNCCC[S-]
LUMO: 0.15010 hartree
Highest occupied orbital energy: -0.0937 hartree

Geometry as ORCA input:
```
! wB97M-V def2-TZVPD RIJCOSX def2/J DEFGRID3
* xyz -1 1
N 0.57307 -1.99630 -0.47473
C -0.86980 -2.05211 -0.66391
N -1.56300 -0.86366 -1.09312
C -1.68963 0.21138 -0.10238
C -0.72299 1.42075 -0.25611
C 0.22902 1.66438 0.91571
S 1.94014 1.13489 0.68374
H 0.85956 -1.28000 0.19408
H 0.96816 -1.64938 -1.32865
H -1.34806 -2.44014 0.25578
H -1.04316 -2.79573 -1.45950
H -1.12685 -0.47652 -1.91436
H -1.49774 -0.14043 0.92321
H -2.71989 0.53344 -0.03833
H -0.04446 1.25143 -1.09438
H -1.28625 2.28326 -0.57021
H -0.14516 1.10462 1.75232
H 0.11230 2.71695 1.18679
*
```

Partial atomic charges computed with the Löwdin method, in multiples of e: 0.003, -0.359, -0.090, -0.240, -0.295, -0.806, 0.131, -0.019, 0.039, 0.107, 0.092, 0.086, 0.099, 0.082, 0.058, 0.076, 0.006, 0.029

---

Preferred: <one>; penalty for the next structure: 0.0181 hartree.